The following is a quantum chemistry calculation of the ion C5H6F2N3 with charge +1, from OMol25.

Geometry as ORCA input:
```
! wB97M-V def2-TZVPD RIJCOSX def2/J DEFGRID3
* xyz 1 1
N -1.699 2.587 -0.198
C -1.214 1.558 -0.069
C -0.545 0.232 -0.075
C -1.405 -0.947 -0.520
F -2.331 -1.129 0.520
F -0.673 -2.064 -0.530
C 0.820 0.251 -0.946
N 1.798 -0.139 0.051
C 1.306 -0.098 1.245
N 0.003 -0.034 1.245
H -2.065 -0.718 -1.491
H 0.851 -0.392 -1.708
H 1.227 1.289 -1.394
H 2.687 -0.426 -0.348
H 1.760 -0.230 2.150
H -0.520 0.260 2.068
*
```

Properties
molar mass	146.12	g/mol
SMILES	N#C[C@@]1(C(F)F)CNC=[NH+]1
gap between HOMO and LUMO	11.4	eV
energy	-557.8243	Eh
energy above the lowest of the compared OMol25 structures with the same formula, charge and spin	0.000	eV